No. 1
A molecular structure, C12H14BN8O7P2Zr, computed with ωB97M-V/def2-TZVPD.

The calculation puts the HOMO energy (spin up / spin down) at -15.9017 / -15.9007 eV. Its expectation value of S² is 0.761. The spin multiplicity is 2. The calculation puts the relative energy (zero: lowest compared OMol25 entry of this formula, charge and spin) at 19.57 kcal per mole. The total charge is +2. For the orbital gap (spin up / spin down), the calculation gives 9.00 / 5.51 eV.

Each line ends with the natural charge from an NBO analysis.
Cartesian coordinates (Å):
Zr 0.32030 1.25426 -0.99776  2.415
C -1.90466 1.65205 2.40668  -0.278
C -0.60645 2.20336 2.28575  0.071
N 0.19044 1.43538 1.58524  -0.328
N -0.58332 0.34200 1.19120  -0.495
C -1.85669 0.49064 1.70799  0.014
B 0.16379 -0.93440 0.72112  0.917
N -0.29073 -1.20139 -0.74827  -0.481
C -1.44287 -1.79140 -1.20421  -0.012
C -1.26495 -2.12540 -2.51326  -0.279
C 0.04669 -1.70569 -2.81855  0.047
N 0.64858 -1.17499 -1.77372  -0.325
N 1.66281 -0.64687 0.72570  -0.351
C 2.71162 -1.13258 1.42262  0.034
C 3.83650 -0.41675 1.08688  -0.292
C 3.39983 0.53313 0.16310  0.065
N 2.09817 0.38746 -0.04525  -0.430
N -0.11850 -2.21568 1.59262  -0.306
C 0.24225 -3.43076 1.33057  0.130
C -0.20054 -4.27123 2.44471  -0.002
C -0.85774 -3.34473 3.30608  -0.036
N -0.82519 -2.13462 2.84695  -0.119
H -2.74937 2.06437 2.93107  0.268
H -0.24491 3.15433 2.64585  0.249
H -2.60899 -0.26644 1.55704  0.238
H -2.29717 -1.92613 -0.55817  0.239
H -1.97848 -2.59043 -3.17196  0.271
H 0.55664 -1.72806 -3.76955  0.257
H 2.59595 -1.93935 2.12725  0.232
H 4.83586 -0.55529 1.45958  0.271
H 3.94910 1.30500 -0.35168  0.258
H 0.77892 -3.71390 0.43481  0.272
H -0.06221 -5.33665 2.54417  0.271
H -1.34050 -3.54953 4.25099  0.274
O -1.84841 1.38591 -2.25252  -1.009
P -0.97264 2.08051 -3.45599  2.528
O -1.60071 2.07967 -4.74997  -0.981
O 0.31191 1.31834 -3.03031  -1.109
O -0.66552 3.60668 -2.89097  -1.046
P -0.01494 3.81730 -1.44226  2.562
O -0.03098 5.32065 -1.13808  -0.948
O 1.33295 3.07806 -1.37506  -1.069
O -0.84253 2.97967 -0.47661  -1.102
H -2.77275 1.67825 -2.22041  0.549
H 0.29945 5.96523 -1.78341  0.564

No. 2
5 unconnected molecules or ions with the total composition C12H14Cl16O2, computed with ωB97M-V/def2-TZVPD.

The calculation puts the HOMO energy at -10.1297 eV. The total charge is 0. For the orbital gap, the calculation gives 10.10 eV.

Each line ends with the natural charge from an NBO analysis.
Cartesian coordinates (Å):
C -1.26575 0.43469 3.37769  -0.629
C -1.77185 -0.29435 2.12061  -0.403
C -3.28185 -0.21522 1.84721  -0.237
C -4.11762 -0.60162 3.07041  -0.618
C -3.65859 1.10784 1.18452  0.114
C -3.42586 2.46725 1.88810  -0.435
C -4.80524 2.76542 2.46643  -0.521
C -5.64792 2.27916 1.31415  0.796
O -6.61687 2.74686 0.80654  -0.547
O -5.07695 1.12249 0.86433  -0.514
H -2.08053 0.81945 3.99050  0.204
H -0.63564 1.28780 3.12487  0.210
H -0.66181 -0.22485 3.99652  0.217
H -1.53365 -1.35484 2.21519  0.210
H -1.23110 0.05368 1.23590  0.207
H -3.49207 -0.96211 1.07617  0.214
H -5.05995 -1.05215 2.76689  0.226
H -3.58493 -1.34469 3.66559  0.213
H -4.33913 0.23757 3.72616  0.196
H -3.12885 1.13207 0.22961  0.187
H -2.59367 2.53418 2.57992  0.230
H -3.24248 3.18151 1.08136  0.212
H -5.01168 3.77317 2.80279  0.238
H -5.00729 2.05422 3.26899  0.226
C 2.25805 -1.26684 1.50874  -0.226
Cl 2.13761 0.33946 0.78171  0.055
Cl 3.85286 -1.94521 1.17028  0.058
Cl 2.02376 -1.13618 3.25324  0.057
Cl 1.01540 -2.31296 0.82148  0.059
C 6.97523 -0.65181 -2.44047  -0.227
Cl 6.75296 -1.64268 -3.88136  0.060
Cl 8.66154 -0.74667 -1.92201  0.053
Cl 6.56623 1.02544 -2.80815  0.058
Cl 5.92057 -1.23825 -1.14802  0.052
C 8.03174 1.18006 -7.02716  -0.228
Cl 8.93310 0.49042 -5.67780  0.060
Cl 8.65220 0.53085 -8.54727  0.057
Cl 6.32212 0.76468 -6.86291  0.055
Cl 8.21061 2.93756 -7.01910  0.056
C -1.00902 -3.65625 -2.98483  -0.227
Cl -1.21916 -2.03971 -3.66070  0.061
Cl 0.62218 -4.23455 -3.33035  0.061
Cl -1.24426 -3.59075 -1.23217  0.047
Cl -2.19243 -4.75416 -3.69360  0.064

No. 3
2 unconnected molecules or ions with the total composition C12H14F4NO6S, computed with ωB97M-V/def2-TZVPD.

The calculation puts the HOMO energy at -4.5798 eV. The calculation puts the relative energy (zero: lowest compared OMol25 entry of this formula, charge and spin) at 12.92 kcal per mole. The total charge is -1. For the orbital gap, the calculation gives 7.17 eV.

Each line ends with the natural charge from an NBO analysis.
Cartesian coordinates (Å):
C -3.46924 2.20086 -0.77890  -0.622
C -2.39511 1.27111 -1.29363  -0.093
O -1.18353 1.70650 -0.57173  -0.513
C -0.07931 0.94807 -0.70376  0.784
C 1.07548 1.46898 0.27740  0.051
F 0.94498 2.85743 0.28111  -0.347
C 2.37763 0.94961 -0.43120  0.749
O 2.60587 -0.21084 -0.68467  -0.537
O 3.18095 1.96118 -0.72155  -0.519
C 4.46803 1.60543 -1.42570  -0.071
C 5.09981 2.97928 -1.31026  -0.637
O 0.03473 0.07406 -1.53610  -0.523
H -4.41022 2.02458 -1.30821  0.209
H -3.64203 2.05388 0.30457  0.218
H -3.16806 3.24362 -0.93403  0.200
H -2.64725 0.20994 -1.06842  0.265
H -2.24327 1.40277 -2.37494  0.175
H 5.01596 0.76407 -0.96097  0.207
H 4.23524 1.35485 -2.47175  0.195
H 6.18324 3.07830 -1.37983  0.209
H 4.63801 3.54539 -2.12865  0.210
H 4.74704 3.42772 -0.37229  0.233
F -0.49555 2.06658 3.39636  -0.343
C -0.22842 0.88944 2.74979  0.880
F -0.38415 -0.14811 3.60028  -0.297
F -1.15251 0.76082 1.75726  -0.307
S 1.49366 1.16193 2.03462  0.210
N -1.31671 -2.50890 0.77514  -0.691
C -2.44355 -2.84006 0.11066  0.649
O -3.09389 -2.04053 -0.56889  -0.707
C -2.75566 -4.31405 0.37083  -0.522
C -1.50940 -4.85545 1.06802  -0.524
C -0.67323 -3.56216 1.36511  0.659
O 0.36591 -3.49573 2.01577  -0.672
H -3.60114 -4.36892 1.05567  0.207
H -2.94074 -4.82714 -0.56509  0.205
H -1.73625 -5.34213 2.01973  0.203
H -0.89730 -5.49239 0.40823  0.207

No. 4
A molecular structure, C12H14HgN2PS, computed with ωB97M-V/def2-TZVPD.

The calculation puts the HOMO energy (spin up / spin down) at -2.2638 / -1.1206 eV. The calculation puts the relative energy (zero: lowest compared OMol25 entry of this formula, charge and spin) at 26.32 kcal per mole. The total charge is -1. For the orbital gap (spin up / spin down), the calculation gives 4.78 / 3.64 eV.

Each line ends with the natural charge from an NBO analysis.
Cartesian coordinates (Å):
C 1.03839 0.39857 -1.77770  -0.758
C 0.24389 0.04473 -2.86584  -0.400
C -0.49163 -1.09986 -2.85897  -0.312
C -0.48087 -2.03640 -1.87079  -0.312
C -0.21592 -1.73824 -0.60361  -0.790
Hg -0.93788 0.14647 -0.70397  0.803
P -0.08205 2.21889 0.37777  -0.073
H 1.76823 1.23741 -1.95670  0.139
H 0.13769 0.57416 -3.81786  0.165
H -1.02801 -1.39696 -3.73573  0.186
H -0.39719 -2.56132 0.11842  0.159
H -0.69689 -3.07083 -2.17928  0.167
H -1.20291 2.76116 1.08233  -0.001
H 0.39120 3.25019 -0.50844  0.029
H 0.98376 1.89652 1.32721  0.023
N 1.45614 -2.54695 1.81126  -0.802
C 0.67395 -1.83518 2.66362  0.311
N 0.08063 -0.68820 2.43765  -0.519
C -0.49157 -0.16345 3.59005  0.223
C -1.11258 1.09303 3.74974  -0.248
C -1.55473 1.49155 5.01194  -0.217
C -1.40397 0.63784 6.11894  -0.249
C -0.77895 -0.61380 5.98385  -0.212
C -0.33349 -1.00536 4.72877  -0.245
S 0.51832 -2.48238 4.30870  0.260
H 1.63973 -3.47970 2.14079  0.376
H 1.30658 -2.41380 0.81194  0.452
H -1.21870 1.73958 2.87878  0.225
H -2.01654 2.47437 5.15550  0.210
H -1.76255 0.95565 7.09893  0.204
H -0.60627 -1.29876 6.81322  0.207

Number 1: DFT total energy -2184.8760 a.u.. Number 2: DFT total energy -7979.1496 a.u.. Number 3: DFT total energy -1769.5653 a.u.. Number 4: DFT total energy -1467.8477 a.u..